No. 1
Computed, not measured: a structure of composition C21H19CoN7OS2, with wB97M-V/def2-TZVPD.

- ⟨S²⟩: 3.88
- Gap between HOMO and LUMO (spin up / spin down): 6.26 / 6.72 eV
- Multiplicity: 4
- Energy above the lowest of the compared OMol25 structures with the same formula, charge and spin: 0.00 kJ/mol
- F_max: 0.6 eV Å⁻¹
- HOMO level (spin up / spin down): -6.0 / -7.4 eV
- E_tot: -3449.2624 Eh

XYZ file:
```
51
Properties=species:S:1:pos:R:3:forces:R:3:mulliken_spin:R:1
Co 0.905 0.087 0.840 0.2 0.0 0.2 2.209
N 2.571 -1.038 4.702 0.0 0.0 -0.1 0.035
C 2.017 -0.866 3.466 -0.1 -0.1 0.3 0.033
S 2.411 0.595 2.641 -0.1 0.0 -0.1 0.056
N 1.272 -1.877 3.064 0.1 0.4 -0.4 0.042
N 0.738 -1.702 1.808 0.1 0.0 0.2 0.252
C 0.230 -2.806 1.318 -0.1 0.0 -0.1 -0.113
C -0.418 -2.963 0.076 0.0 -0.2 0.1 0.311
C -0.888 -4.238 -0.309 0.0 0.0 0.0 -0.137
C -1.528 -4.465 -1.488 0.0 0.1 0.0 0.246
C -1.743 -3.358 -2.375 0.0 0.0 0.0 -0.043
C -1.307 -2.137 -2.028 0.0 0.0 0.1 0.107
N -0.639 -1.909 -0.823 0.0 0.2 0.0 0.126
H 2.976 -0.242 5.158 0.0 0.0 0.0 0.002
H 2.244 -1.811 5.255 0.0 0.0 0.0 -0.003
H 0.313 -3.702 1.926 0.0 0.0 0.0 0.015
H -0.717 -5.046 0.391 0.0 0.0 0.0 -0.004
H -1.872 -5.455 -1.748 0.0 0.0 0.0 0.017
H -2.255 -3.481 -3.318 0.0 0.0 0.0 -0.001
H -1.439 -1.250 -2.626 0.0 0.0 0.0 0.027
S 4.352 -1.671 -1.913 0.1 0.0 0.0 0.004
C 4.275 0.028 -2.074 -0.1 0.1 0.0 0.003
C 3.332 0.525 -1.236 0.0 0.0 0.1 -0.010
N 2.689 -0.411 -0.468 0.0 -0.1 -0.1 0.008
C 3.135 -1.604 -0.724 -0.2 0.0 0.2 -0.003
H 4.906 0.569 -2.757 0.0 0.0 0.0 0.000
H 3.068 1.565 -1.125 0.0 0.0 0.0 0.003
H 2.768 -2.485 -0.218 0.0 0.0 0.0 0.000
C -2.246 1.954 3.694 0.0 0.0 0.0 0.003
C -1.607 1.151 2.593 0.2 -0.1 -0.1 0.002
N -2.245 0.019 2.224 0.0 0.1 0.0 0.001
O -0.563 1.506 2.057 -0.2 0.0 0.0 0.004
H -3.175 2.403 3.342 0.0 0.0 0.0 0.000
H -1.555 2.734 3.997 0.0 0.0 0.0 0.000
H -2.482 1.321 4.550 0.0 0.0 0.0 0.000
H -3.052 -0.313 2.720 0.0 0.0 0.0 -0.001
H -1.836 -0.548 1.499 0.0 0.0 0.1 -0.008
N -1.828 6.238 -4.292 0.0 0.0 0.0 0.006
C -1.562 5.284 -3.709 0.0 -0.2 0.1 -0.003
C -1.225 4.088 -2.976 -0.1 0.2 -0.1 0.016
C -1.099 4.138 -1.589 0.0 -0.1 0.1 -0.007
C -0.764 2.995 -0.888 0.0 0.1 -0.1 0.020
C -0.563 1.783 -1.558 0.2 -0.1 0.3 -0.068
C -0.681 1.751 -2.950 0.0 0.0 -0.1 0.022
C -1.013 2.892 -3.656 0.0 -0.1 0.0 -0.007
C -0.192 0.598 -0.818 -0.1 0.0 -0.1 0.086
C -0.218 -0.634 -0.558 0.0 0.0 -0.1 -0.249
H -1.254 5.073 -1.068 0.0 0.0 0.0 0.000
H -0.639 3.026 0.185 0.0 0.0 0.0 0.002
H -0.497 0.827 -3.482 0.0 0.0 0.0 -0.001
H -1.101 2.863 -4.733 0.0 0.0 0.0 -0.001
```
Positions in Å, forces in eV/Å.

No. 2
Computed, not measured: a structure of composition C32H28IrN8S, with wB97M-V/def2-TZVPD.

- Charge: +1
- ⟨S²⟩: 6.05
- Gap between HOMO and LUMO (spin up / spin down): 7.37 / 6.27 eV
- Multiplicity: 5
- Energy above the lowest of the compared OMol25 structures with the same formula, charge and spin: 0.00 kJ/mol
- F_max: 0.2 eV Å⁻¹
- HOMO level (spin up / spin down): -9.5 / -10.7 eV
- E_tot: -2176.4807 Eh

XYZ file:
```
70
Properties=species:S:1:pos:R:3:forces:R:3:mulliken_spin:R:1
Ir 0.585 0.258 -1.048 0.0 0.1 0.0 2.737
C -5.803 1.218 -0.854 0.0 0.0 0.0 -0.002
C -4.440 0.694 -0.503 0.0 0.0 0.0 0.033
C -3.745 1.202 0.598 0.0 0.0 0.0 -0.019
C -2.484 0.748 0.928 0.0 0.0 0.0 0.016
C -1.865 -0.231 0.153 0.0 0.0 -0.1 -0.091
N -0.528 -0.656 0.412 0.0 0.1 0.0 0.432
C -0.325 -1.402 1.549 0.1 0.0 0.0 -0.041
C -1.412 -1.854 2.327 0.0 0.0 0.0 0.127
C -1.228 -2.516 3.519 0.0 0.0 0.0 -0.040
C 0.051 -2.783 4.007 0.0 0.0 0.0 0.111
C 0.258 -3.532 5.289 0.0 0.0 0.0 -0.006
C 1.132 -2.388 3.226 0.0 0.0 0.0 -0.055
C 0.969 -1.727 2.021 0.0 0.0 0.0 0.161
N 2.133 -1.414 1.287 0.0 0.0 0.0 0.033
C 3.296 -0.909 1.771 0.0 -0.1 0.0 0.022
C 4.226 -1.018 0.772 0.0 0.0 0.0 0.011
C 3.528 -1.616 -0.297 0.0 -0.1 0.1 0.014
N 2.269 -1.861 0.017 -0.1 0.0 -0.1 0.007
C -2.553 -0.743 -0.944 0.0 0.0 0.0 0.039
C -3.824 -0.288 -1.265 0.0 0.0 0.0 -0.014
N -1.908 -1.695 -1.785 0.0 0.0 0.0 -0.004
C -1.908 -3.039 -1.698 0.1 -0.1 0.0 0.013
C -1.046 -3.508 -2.664 -0.1 0.0 0.0 0.001
C -0.562 -2.354 -3.292 0.1 0.0 0.0 0.013
N -1.072 -1.254 -2.750 -0.1 0.0 -0.1 0.047
H -6.471 1.178 0.007 0.0 0.0 0.0 0.002
H -6.255 0.644 -1.661 0.0 0.0 0.0 0.000
H -5.744 2.261 -1.172 0.0 0.0 0.0 0.003
H -4.207 1.971 1.205 0.0 0.0 0.0 0.001
H -1.959 1.148 1.786 0.0 0.0 0.0 0.008
H -2.419 -1.668 1.983 0.0 0.0 0.0 -0.004
H -2.094 -2.838 4.084 0.0 0.0 0.0 0.001
H -0.546 -3.333 5.996 0.0 0.0 0.0 0.003
H 1.204 -3.266 5.757 0.0 0.0 0.0 0.002
H 0.272 -4.608 5.103 0.0 0.0 0.0 0.012
H 2.139 -2.630 3.542 0.0 0.0 0.0 0.000
H 3.359 -0.514 2.772 0.0 0.0 0.0 0.001
H 5.256 -0.707 0.800 0.0 0.0 0.0 -0.001
H 3.890 -1.863 -1.282 0.0 0.0 0.0 0.003
H -4.322 -0.709 -2.130 0.0 0.0 0.0 0.001
H -2.512 -3.548 -0.966 0.0 0.0 0.0 0.001
H -0.804 -4.533 -2.882 0.0 0.0 0.0 0.000
H 0.135 -2.273 -4.110 0.0 0.0 0.0 0.000
S 4.607 1.852 -2.318 0.0 0.0 0.0 0.035
C 4.096 0.776 -3.547 0.0 0.0 0.0 -0.017
C 2.885 0.216 -3.273 0.0 0.0 0.0 0.019
C 2.329 0.661 -2.035 0.0 0.0 0.0 -0.056
C 3.174 1.558 -1.417 0.0 0.0 0.0 0.153
C 2.891 2.116 -0.101 0.0 0.0 0.0 0.041
C 3.760 2.936 0.618 0.0 0.0 0.0 0.032
C 3.390 3.364 1.878 0.0 0.0 0.0 -0.014
C 2.166 2.968 2.404 0.0 0.0 0.0 0.020
C 1.357 2.160 1.629 0.0 0.0 0.0 -0.027
N 1.702 1.753 0.410 0.0 0.0 0.0 0.096
H 4.718 0.623 -4.415 0.0 0.0 0.0 -0.001
H 2.405 -0.491 -3.935 0.0 0.0 0.0 0.004
H 4.712 3.220 0.191 0.0 0.0 0.0 0.004
H 4.052 3.999 2.452 0.0 0.0 0.0 -0.001
H 1.845 3.278 3.388 0.0 0.0 0.0 0.002
H 0.395 1.814 1.990 0.0 0.0 0.0 0.017
N -1.435 1.648 -2.980 0.0 0.0 0.0 -0.024
C -2.030 2.759 -3.432 -0.1 0.0 0.0 0.011
C -1.685 3.786 -2.575 0.1 0.0 -0.1 0.000
C -0.851 3.190 -1.625 0.0 0.0 0.1 -0.001
N -0.719 1.891 -1.873 0.0 0.0 0.0 0.118
H -1.461 0.684 -3.306 0.0 0.0 0.0 0.004
H -2.646 2.746 -4.315 0.0 0.0 0.0 0.001
H -1.982 4.817 -2.639 0.0 0.0 0.0 0.000
H -0.342 3.630 -0.783 0.0 0.0 0.0 0.003
```
Positions in Å, forces in eV/Å.

No. 3
Computed, not measured: a structure of composition C22H18N3O4Tb, with wB97M-V/def2-TZVPD.

- Charge: +2
- ⟨S²⟩: 12.62
- Gap between HOMO and LUMO (spin up / spin down): 6.98 / 8.16 eV
- Multiplicity: 7
- Energy above the lowest of the compared OMol25 structures with the same formula, charge and spin: 197.01 kJ/mol
- F_max: 0.5 eV Å⁻¹
- HOMO level (spin up / spin down): -14.8 / -14.8 eV
- E_tot: -2138.3718 Eh

XYZ file:
```
48
Properties=species:S:1:pos:R:3:forces:R:3:mulliken_spin:R:1
Tb 0.273 0.190 -0.028 -0.1 0.4 0.3 6.197
O 0.291 -3.341 -2.187 0.1 0.0 0.0 -0.004
C 0.590 -2.304 -1.691 -0.2 0.0 0.1 0.001
O -0.256 -1.525 -0.978 0.1 -0.1 -0.1 -0.066
C 1.990 -1.719 -1.788 0.0 -0.1 -0.1 -0.004
C 2.960 -2.387 -2.535 0.0 0.1 0.0 0.001
C 4.213 -1.834 -2.613 -0.1 0.0 0.0 0.000
C 4.496 -0.623 -1.948 0.0 0.0 0.0 -0.001
C 5.769 -0.003 -2.001 0.0 0.0 0.0 -0.001
C 5.992 1.171 -1.344 0.0 0.0 0.0 0.000
C 4.954 1.778 -0.601 0.0 0.0 0.0 0.001
C 3.717 1.202 -0.532 0.0 0.0 0.0 0.006
C 3.462 -0.010 -1.206 0.0 0.0 0.0 -0.001
N 2.216 -0.576 -1.139 0.1 -0.1 -0.2 -0.052
H 2.692 -3.312 -3.026 0.0 0.0 0.0 0.000
H 4.995 -2.317 -3.185 0.0 0.0 0.0 0.000
H 6.556 -0.478 -2.572 0.0 0.0 0.0 0.000
H 6.962 1.645 -1.385 0.0 0.0 0.0 0.000
H 5.145 2.709 -0.085 0.0 0.0 0.0 0.000
H 2.936 1.693 0.049 0.0 0.0 0.0 0.001
O -1.361 3.660 6.065 0.0 0.0 0.0 0.000
C -0.620 2.470 6.152 0.0 0.0 0.0 0.000
C -0.517 1.868 4.782 0.0 0.0 0.0 0.002
C 0.094 0.632 4.592 0.0 0.0 0.0 0.001
C 0.200 0.136 3.313 0.0 0.1 0.1 -0.004
N -0.279 0.781 2.235 0.0 0.0 0.0 -0.021
C -0.909 1.966 2.414 0.0 0.0 0.0 0.001
C -1.024 2.533 3.670 0.0 0.0 -0.1 -0.002
C -1.485 2.627 1.204 0.0 0.0 0.0 -0.007
C -2.385 3.671 1.311 0.1 0.0 0.0 0.001
C -2.913 4.253 0.163 0.0 0.0 0.0 0.001
C -3.905 5.373 0.260 0.0 0.0 0.0 0.000
O -3.937 5.829 1.587 0.0 0.0 0.0 0.000
C -2.513 3.759 -1.075 0.0 0.0 0.0 -0.001
C -1.623 2.711 -1.112 -0.1 0.0 0.0 -0.003
N -1.111 2.145 -0.005 0.0 -0.1 0.0 -0.050
H -1.462 4.048 6.941 0.0 0.0 0.0 0.000
H -1.087 1.736 6.818 0.0 0.0 0.0 0.000
H 0.398 2.650 6.519 0.0 0.0 0.0 0.000
H 0.490 0.064 5.423 0.0 0.0 0.0 0.000
H 0.678 -0.823 3.140 0.0 0.0 0.0 0.001
H -1.500 3.490 3.816 0.0 0.0 0.0 0.000
H -2.700 4.049 2.270 0.0 0.0 0.0 0.000
H -4.880 4.981 -0.061 0.0 0.0 0.0 0.000
H -3.618 6.161 -0.446 0.0 0.0 0.0 0.000
H -4.574 6.547 1.672 0.0 0.0 0.0 0.000
H -2.890 4.178 -1.999 0.0 0.0 0.0 0.000
H -1.306 2.302 -2.066 0.0 0.0 0.0 0.001
```
Positions in Å, forces in eV/Å.

No. 4
Computed, not measured: a cluster of 2 separate species, C35H50N4P in total, with wB97M-V/def2-TZVPD.

- Charge: +1
- Gap between HOMO and LUMO: 4.33 eV
- Energy above the lowest of the compared OMol25 structures with the same formula, charge and spin: 0.00 kJ/mol
- F_max: 2.8 eV Å⁻¹
- HOMO level: -8.8 eV
- E_tot: -1923.7974 Eh

XYZ file:
```
90
Properties=species:S:1:pos:R:3:forces:R:3:lowdin_charge:R:1
C 7.881 0.426 -2.058 0.0 -0.2 -0.1 -0.066
N 6.969 1.546 -2.042 0.5 -0.1 0.1 -0.203
C 7.517 2.839 -2.368 -0.1 0.1 -0.1 -0.061
C 5.637 1.361 -1.872 -0.7 -0.2 0.2 -0.236
C 4.756 2.468 -1.829 0.1 -0.2 0.1 -0.014
C 3.407 2.291 -1.573 0.1 -0.3 -0.1 -0.022
C 2.850 1.003 -1.437 0.6 -0.1 0.4 -0.188
C 1.420 0.814 -1.136 -0.6 0.8 0.7 -0.149
C 0.695 1.796 -0.523 1.1 -0.9 -0.7 -0.073
C -0.781 1.840 -0.416 -0.1 0.8 -1.0 -0.169
C -1.359 3.216 -0.722 0.4 0.3 0.3 -0.206
C -2.724 3.310 -0.988 0.1 0.3 0.1 -0.061
C -3.318 4.537 -1.267 0.3 0.0 -0.1 -0.081
C -2.531 5.696 -1.327 0.1 -0.1 0.2 -0.086
C -1.159 5.615 -1.050 -0.1 -0.3 -0.1 -0.071
C -0.573 4.373 -0.750 -0.4 0.4 -0.1 -0.033
C 0.778 -0.474 -1.469 -0.1 -0.1 -0.2 -0.187
C -0.202 -0.996 -0.600 0.2 0.1 -0.6 -0.052
C -0.936 -2.117 -0.949 0.0 -0.2 -0.1 -0.024
C -0.640 -2.828 -2.138 0.0 0.3 0.4 -0.226
N -1.292 -3.992 -2.423 -0.2 -0.5 0.2 -0.200
C -0.916 -4.785 -3.570 0.0 0.1 -0.2 -0.062
C -2.247 -4.578 -1.502 0.0 0.3 -0.2 -0.062
C 0.367 -2.320 -2.993 0.1 -0.2 0.1 -0.007
C 1.061 -1.161 -2.673 -0.4 -0.1 0.6 -0.010
C 3.727 -0.103 -1.495 -0.1 0.7 -0.1 -0.038
C 5.088 0.066 -1.692 0.0 0.1 -0.3 -0.016
H 7.701 -0.232 -2.925 0.1 0.1 0.2 0.097
H 8.894 0.833 -2.127 -0.2 -0.3 0.0 0.082
H 7.809 -0.179 -1.140 0.0 0.2 -0.2 0.094
H 7.164 3.603 -1.661 0.3 -0.1 -0.2 0.087
H 8.602 2.748 -2.297 -0.2 0.3 0.0 0.082
H 7.249 3.142 -3.393 0.1 0.1 0.2 0.102
H 5.167 3.466 -1.972 -0.3 -0.2 0.1 0.094
H 2.777 3.178 -1.461 0.1 -0.3 -0.3 0.109
H 1.229 2.668 -0.156 0.0 -0.2 0.0 0.088
H -1.228 1.169 -1.153 0.0 -0.2 0.3 0.124
H -3.298 2.384 -0.992 -0.1 0.2 0.0 0.093
H -4.387 4.567 -1.463 0.2 0.2 0.0 0.103
H -2.989 6.657 -1.576 0.2 -0.3 0.1 0.105
H -0.526 6.510 -1.091 -0.4 -0.4 0.0 0.108
H 0.504 4.329 -0.567 -0.5 0.1 -0.1 0.094
H -0.425 -0.495 0.350 0.3 -0.2 -0.6 0.073
H -1.757 -2.428 -0.298 0.4 0.0 -0.3 0.065
H -1.047 -4.196 -4.484 0.0 -0.3 0.0 0.093
H 0.132 -5.119 -3.513 -0.2 0.0 -0.1 0.099
H -1.582 -5.651 -3.595 0.3 0.1 -0.3 0.084
H -1.861 -4.624 -0.470 0.0 -0.1 -0.2 0.082
H -3.181 -3.993 -1.501 0.1 -0.2 0.1 0.090
H -2.468 -5.590 -1.857 0.0 0.3 0.3 0.085
H 0.618 -2.877 -3.898 0.0 0.3 0.3 0.100
H 1.854 -0.805 -3.337 -0.4 0.0 0.2 0.127
H 3.326 -1.110 -1.395 0.1 0.2 0.0 0.111
H 5.719 -0.815 -1.778 -0.1 0.2 0.1 0.095
C -5.456 -1.855 1.579 -0.3 -0.3 0.0 -0.043
C -4.660 -0.594 1.820 -0.4 0.8 -0.3 -0.662
C -4.941 0.348 0.660 -0.3 0.0 -0.5 -0.044
C -5.081 0.094 3.117 -0.3 -0.1 0.3 -0.075
N -3.206 -0.902 1.838 0.3 1.1 1.6 -0.219
C -2.830 -2.256 2.232 -0.2 -0.7 -0.1 -0.191
C -1.344 -2.253 2.485 0.4 -0.6 -0.7 -0.174
N -0.929 -0.863 2.642 -2.0 1.3 1.3 -0.227
C 0.299 -0.539 3.385 0.8 0.2 0.1 -0.645
C 1.013 -1.822 3.761 0.3 -0.4 0.4 -0.042
C -0.050 0.298 4.605 0.1 0.0 0.5 -0.072
C 1.267 0.242 2.514 0.5 0.1 -0.3 -0.030
P -2.222 0.199 2.629 1.2 -1.7 -1.8 1.294
H -1.101 1.528 0.567 -0.4 -0.2 0.7 0.046
H -5.376 -2.583 2.388 -0.1 0.1 0.0 0.089
H -6.504 -1.568 1.460 0.1 -0.2 0.1 0.105
H -5.133 -2.330 0.652 -0.1 0.0 0.0 0.093
H -4.402 1.301 0.728 -0.1 -0.2 0.1 0.070
H -4.662 -0.150 -0.274 0.0 0.2 0.0 0.096
H -6.026 0.545 0.625 0.5 0.1 0.0 0.104
H -4.606 1.074 3.252 -0.2 -0.1 -0.2 0.059
H -6.168 0.247 3.107 0.3 0.0 0.1 0.104
H -4.834 -0.514 3.993 -0.1 -0.1 0.0 0.090
H -3.368 -2.546 3.146 0.0 0.1 -0.2 0.130
H -3.088 -2.964 1.444 0.0 0.0 0.1 0.115
H -1.113 -2.832 3.377 0.0 0.1 -0.2 0.119
H -0.810 -2.686 1.637 0.1 0.0 0.1 0.113
H 1.250 -2.411 2.867 0.0 0.1 0.2 0.103
H 1.957 -1.553 4.247 -0.2 -0.1 -0.1 0.106
H 0.440 -2.456 4.447 0.2 0.2 0.0 0.089
H -0.445 1.281 4.338 0.1 0.0 -0.1 0.066
H -0.798 -0.197 5.228 0.0 -0.1 0.1 0.089
H 0.848 0.454 5.210 -0.2 0.0 -0.1 0.103
H 0.848 1.162 2.105 -0.1 0.0 0.0 0.080
H 2.148 0.495 3.121 -0.2 0.0 -0.2 0.106
H 1.611 -0.378 1.682 0.0 0.2 0.0 0.092
```
Positions in Å, forces in eV/Å.

No. 5
Computed, not measured: a cluster of 2 separate species, C5H10O5 in total, with wB97M-V/def2-TZVPD.

- Gap between HOMO and LUMO: 10.24 eV
- Energy above the lowest of the compared OMol25 structures with the same formula, charge and spin: 159.04 kJ/mol
- F_max: 3.6 eV Å⁻¹
- HOMO level: -10.1 eV
- E_tot: -572.6837 Eh
- Structure (SMILES): C[C@@H](O)C(=O)CO.O=CO

XYZ file:
```
20
Properties=species:S:1:pos:R:3:forces:R:3:nbo_charge:R:1
C -0.559 -1.223 -1.958 0.5 0.6 -0.1 -0.626
C -0.631 -1.165 -0.444 0.6 -1.6 2.0 0.012
O 0.631 -0.874 0.307 -0.8 0.7 -1.6 -0.746
C -1.789 -0.314 0.066 0.0 0.1 0.3 0.553
O -2.941 -0.666 -0.082 0.4 -0.1 -0.2 -0.559
C -1.500 0.951 0.840 0.3 0.0 0.1 -0.170
O -2.680 1.563 1.264 -0.1 0.1 0.1 -0.711
H -0.566 -0.212 -2.386 0.3 -0.3 0.0 0.219
H 0.339 -1.775 -2.259 -0.2 0.3 0.0 0.232
H -1.439 -1.746 -2.348 0.1 0.1 0.3 0.236
H -0.872 -2.191 -0.114 -0.3 0.3 -0.2 0.193
H 0.791 -1.491 1.025 -0.7 -0.4 -0.2 0.472
H -0.857 0.697 1.703 -0.1 0.1 -0.3 0.197
H -0.919 1.628 0.193 0.0 -0.1 0.1 0.211
H -3.401 0.948 1.063 0.0 0.0 -0.1 0.486
O 2.413 1.435 -0.356 1.2 0.9 1.0 -0.586
C 3.373 1.535 0.392 -1.4 -1.2 -3.1 0.635
O 3.528 0.796 1.459 -1.4 -2.5 1.9 -0.681
H 4.310 2.034 0.087 -0.3 0.4 0.6 0.124
H 2.769 0.070 1.545 1.9 2.6 -0.6 0.509
```
Positions in Å, forces in eV/Å.

Q: Number 3 is which compound?
A: C22H18N3O4Tb

Q: Which of these has the highest F_max?
A: C5H10O5